Record 1
C26H21F6N8OPd as an isolated structure at a distorted geometry. Source: the Open Molecules 2025 dataset; level of theory: ωB97M-V/def2-TZVPD.

```
63
Properties=species:S:1:pos:R:3:lowdin_charge:R:1
Pd -0.507 0.641 -0.378 1.0021
C 3.009 -2.342 -4.699 -0.0642
C 2.313 -2.107 -3.389 -0.2859
C 3.020 -1.954 -2.196 -0.0427
C 2.385 -1.675 -1.002 -0.0264
C 0.994 -1.545 -0.913 -0.2589
N 0.280 -1.197 0.237 -0.0427
C 0.669 -1.732 1.450 -0.2131
C 1.423 -2.916 1.529 -0.0379
C 1.797 -3.494 2.731 -0.0635
C 1.432 -2.950 3.952 -0.2998
C 1.814 -3.579 5.262 -0.0693
C 0.637 -1.809 3.901 0.0065
C 0.262 -1.218 2.706 -0.1273
N -0.547 -0.053 2.810 -0.1167
C -0.354 0.996 3.640 -0.0960
C -1.392 1.872 3.434 -0.0718
C -2.166 1.255 2.437 -0.1876
N -1.661 0.088 2.070 0.0621
C 0.302 -1.709 -2.122 -0.1326
C 0.934 -1.962 -3.330 0.0120
N -1.122 -1.604 -2.119 -0.0564
C -2.041 -2.345 -2.762 -0.0555
C -3.283 -1.855 -2.423 -0.0459
C -3.021 -0.797 -1.545 -0.1048
N -1.718 -0.661 -1.372 -0.0334
H 3.992 -2.790 -4.547 0.0708
H 3.156 -1.407 -5.245 0.0798
H 2.434 -3.009 -5.343 0.0717
H 4.101 -2.030 -2.208 0.1090
H 2.974 -1.520 -0.107 0.1212
H 1.721 -3.406 0.614 0.1013
H 2.388 -4.404 2.707 0.1041
H 2.572 -4.350 5.116 0.0670
H 0.955 -4.049 5.748 0.0740
H 2.220 -2.844 5.959 0.0728
H 0.267 -1.366 4.818 0.1193
H 0.526 1.059 4.256 0.1229
H -1.527 2.840 3.883 0.0922
H -3.048 1.630 1.944 0.0858
H 0.331 -2.022 -4.229 0.1188
H -1.735 -3.178 -3.371 0.1224
H -4.241 -2.219 -2.748 0.0907
H -3.698 -0.139 -1.030 0.1064
C -1.537 4.011 -2.903 0.0126
C -1.656 3.232 -1.576 -0.4864
O -0.933 2.089 -1.677 -0.2550
C -1.153 4.165 -0.448 -0.5629
F -1.725 5.393 -0.504 0.1279
F 0.163 4.350 -0.561 0.1543
F -1.398 3.692 0.783 0.1378
C -3.151 2.918 -1.357 -0.5505
F -3.924 4.014 -1.198 0.1399
F -3.374 2.140 -0.279 0.1063
F -3.652 2.250 -2.414 0.1338
H -0.489 4.265 -3.043 0.0954
H -2.137 4.920 -2.924 0.0884
H -1.846 3.348 -3.707 0.0889
N 0.871 1.693 0.650 0.0633
C 1.382 2.473 1.345 -0.3544
N 1.993 3.217 2.193 0.0604
C 2.583 4.342 1.846 -0.4384
N 3.133 5.345 1.651 0.0582
```

Computed properties:
Total charge: -1
Energy, a.u.: -2243.849301
Largest force on an atom, eV/A: 1.3
Relative energy (zero: lowest compared OMol25 entry of this formula, charge and spin), kJ/mol: 14.5
HOMO, hartree: -0.166
LUMO, eV: 2.5187
Spin multiplicity: 1

Record 2
C26H21N4O4PPtS2 as an isolated structure. Source: the Open Molecules 2025 dataset; level of theory: ωB97M-V/def2-TZVPD.

```
59
Properties=species:S:1:pos:R:3:lowdin_charge:R:1
Pt 1.351 -0.555 -1.004 0.8672
N 4.309 1.735 0.687 0.1460
C 5.124 0.799 0.085 -0.0261
C 4.300 -0.048 -0.575 -0.0871
N 2.998 0.374 -0.382 -0.1334
C 3.030 1.453 0.391 -0.2318
C 1.827 2.174 0.757 -0.2803
N 0.655 1.833 0.271 0.0922
C -0.241 2.725 0.791 -0.1030
C 0.405 3.612 1.604 -0.0419
N 1.725 3.253 1.573 0.1275
H 4.637 2.515 1.233 0.1759
H 6.194 0.827 0.177 0.1356
H 4.536 -0.910 -1.172 0.1211
H -1.292 2.677 0.564 0.1061
H 0.054 4.445 2.187 0.1296
H 2.457 3.713 2.089 0.1683
O -2.284 -1.232 -0.994 -0.3052
C -1.271 -0.812 -1.714 -0.5014
O -0.249 -1.547 -1.782 -0.2615
C -1.338 0.480 -2.333 -0.1562
C -2.364 1.371 -2.023 0.0206
C -2.344 2.676 -2.501 0.0597
C -1.260 3.040 -3.270 -0.1839
O -1.030 4.223 -3.845 0.0886
C 0.196 4.106 -4.588 -0.0605
O 0.681 2.773 -4.372 0.0671
C -0.222 2.153 -3.584 -0.1946
C -0.232 0.863 -3.146 0.0571
H -3.182 1.044 -1.396 0.1355
H -3.139 3.377 -2.287 0.1405
H 0.917 4.824 -4.204 0.1481
H -0.010 4.255 -5.646 0.1523
H 0.498 0.140 -3.498 0.1329
S -2.054 -2.457 0.186 0.9432
P -0.156 -3.390 -0.002 0.4840
S 1.497 -2.259 0.477 0.4213
C 0.001 -4.346 -1.504 -0.3786
C -1.128 -4.939 -2.068 -0.0789
C -0.983 -5.758 -3.174 -0.0457
C 0.278 -5.987 -3.710 -0.0402
C 1.399 -5.394 -3.146 -0.0475
C 1.267 -4.568 -2.040 -0.0862
C -0.433 -4.471 1.404 -0.4043
C -1.642 -5.167 1.508 -0.1117
C -1.847 -6.030 2.572 -0.0429
C -0.847 -6.223 3.514 -0.0336
C 0.363 -5.553 3.398 -0.0431
C 0.574 -4.672 2.351 -0.0936
H -2.114 -4.760 -1.658 0.0965
H -1.854 -6.220 -3.618 0.1196
H 0.387 -6.631 -4.572 0.1200
H 2.379 -5.576 -3.565 0.1179
H 2.139 -4.108 -1.597 0.0840
H -2.417 -5.069 0.759 0.0825
H -2.785 -6.562 2.655 0.1214
H -1.008 -6.906 4.337 0.1220
H 1.147 -5.716 4.125 0.1203
H 1.521 -4.155 2.278 0.0687
```

Computed properties:
Total charge: +2
Energy, a.u.: -2779.931067
Largest force on an atom, eV/A: 0.5
Relative energy (zero: lowest compared OMol25 entry of this formula, charge and spin), kJ/mol: 177.4
HOMO, hartree: -0.506
LUMO, eV: -6.7699
Spin multiplicity: 1

Record 3
C26H22BCl3N3O3PPb as an isolated structure. Source: the Open Molecules 2025 dataset; level of theory: ωB97M-V/def2-TZVPD.

```
60
Properties=species:S:1:pos:R:3:lowdin_charge:R:1
Pb 1.455 0.359 -0.005 1.3850
C -4.624 -3.349 -3.313 -0.0805
C -4.939 -2.630 -2.168 -0.0744
C -3.935 -2.024 -1.429 -0.0855
C -2.604 -2.136 -1.829 -0.3879
C -2.296 -2.870 -2.972 -0.1047
C -3.302 -3.469 -3.716 -0.0808
P -1.239 -1.325 -0.938 1.0729
C -1.927 -1.027 0.725 -0.4035
C -2.300 0.229 1.194 -0.0836
C -2.716 0.387 2.510 -0.0657
C -2.765 -0.706 3.361 -0.0686
C -2.396 -1.962 2.898 -0.0668
C -1.971 -2.120 1.591 -0.1109
C -1.205 0.358 -1.643 -0.4203
C -2.157 0.906 -2.496 -0.0619
C -2.010 2.206 -2.962 -0.0592
C -0.927 2.979 -2.572 -0.0575
C 0.034 2.457 -1.714 -0.0912
C -0.121 1.151 -1.286 -0.2933
H -5.410 -3.821 -3.888 0.1047
H -5.970 -2.542 -1.849 0.1061
H -4.182 -1.470 -0.531 0.1078
H -1.263 -2.972 -3.282 0.0988
H -3.053 -4.035 -4.604 0.1049
H -2.264 1.094 0.543 0.1049
H -2.993 1.370 2.868 0.1073
H -3.074 -0.578 4.390 0.1060
H -2.407 -2.814 3.564 0.1109
H -1.648 -3.097 1.248 0.1120
H -3.014 0.315 -2.796 0.1071
H -2.750 2.619 -3.635 0.1101
H -0.820 3.991 -2.941 0.1124
H 0.878 3.054 -1.398 0.1090
Cl 4.543 3.251 6.015 0.6724
C 3.751 2.932 4.504 -0.6692
C 4.242 1.944 3.672 -0.1204
C 3.592 1.715 2.475 -0.5407
Cl 4.212 0.496 1.392 0.7634
C 2.456 2.422 2.068 -0.4499
O 1.821 2.217 0.925 -0.2603
C 1.999 3.409 2.953 -0.5779
Cl 0.594 4.318 2.517 0.7175
C 2.634 3.672 4.152 -0.1242
H 5.114 1.367 3.944 0.1106
H 2.254 4.442 4.806 0.1082
N 2.235 -1.899 -0.239 -0.0421
N 1.688 -2.601 0.837 0.0080
C 1.320 -1.898 2.001 -0.7027
O 1.131 -2.514 3.018 0.0921
O 1.198 -0.600 1.869 -0.1559
H 1.866 -2.231 -1.126 0.0962
H 3.253 -1.914 -0.255 0.1020
H 2.047 -3.527 1.017 0.1496
B 5.066 1.238 -3.244 -0.3966
C 3.900 0.782 -2.305 -0.1827
N 3.044 0.439 -1.600 0.0145
H 5.503 0.236 -3.761 0.0061
H 5.874 1.775 -2.521 0.0103
H 4.574 2.001 -4.041 0.0077
```

Computed properties:
Energy, a.u.: -3333.545788
Largest force on an atom, eV/A: 0.3
Relative energy (zero: lowest compared OMol25 entry of this formula, charge and spin), kJ/mol: 154.1
HOMO, hartree: -0.316
LUMO, eV: -1.2592
Spin multiplicity: 1

Record 4
C26H22BF4KN7 as an isolated structure. Source: the Open Molecules 2025 dataset; level of theory: ωB97M-V/def2-TZVPD.

```
61
Properties=species:S:1:pos:R:3:lowdin_charge:R:1
K -0.021 -1.692 -1.688 0.8326
C 4.787 1.422 3.170 -0.0717
C 3.531 0.896 2.534 -0.2996
C 2.283 1.059 3.128 -0.0636
C 1.121 0.609 2.535 -0.0349
C 1.106 -0.049 1.283 -0.2720
N -0.020 -0.398 0.598 -0.0257
C -1.138 -0.792 1.267 -0.2611
C -1.136 -1.472 2.510 -0.0275
C -2.279 -1.978 3.086 -0.0567
C -3.530 -1.854 2.485 -0.2976
C -4.763 -2.459 3.094 -0.0703
C -3.568 -1.179 1.278 0.0072
C -2.426 -0.647 0.688 -0.1462
N -2.652 0.111 -0.507 -0.1061
C -3.250 1.318 -0.543 -0.0798
C -3.497 1.628 -1.861 -0.0792
C -3.014 0.512 -2.563 -0.1824
N -2.511 -0.401 -1.751 0.0387
C 2.390 -0.211 0.701 -0.1412
C 3.550 0.249 1.307 0.0126
N 2.565 -0.888 -0.552 -0.1468
C 2.912 -2.182 -0.742 -0.0816
C 3.101 -2.366 -2.095 -0.0725
C 2.860 -1.096 -2.642 -0.1904
N 2.541 -0.202 -1.711 0.0706
H 4.692 1.469 4.256 0.0683
H 5.027 2.431 2.821 0.0740
H 5.647 0.790 2.944 0.0704
H 2.210 1.562 4.087 0.1053
H 0.179 0.782 3.039 0.1067
H -0.187 -1.631 3.005 0.1085
H -2.191 -2.505 4.031 0.1080
H -4.723 -2.434 4.185 0.0690
H -4.889 -3.504 2.799 0.0764
H -5.664 -1.925 2.788 0.0689
H -4.509 -1.039 0.757 0.1237
H -3.447 1.842 0.377 0.1258
H -3.953 2.521 -2.250 0.0850
H -2.997 0.338 -3.627 0.1011
H 4.484 0.079 0.783 0.1245
H 2.914 -2.870 0.086 0.1362
H 3.292 -3.297 -2.597 0.1067
H 2.833 -0.797 -3.679 0.1031
N 0.235 7.097 -1.448 0.1485
C 0.170 5.967 -1.647 -0.1824
C 0.089 4.557 -1.908 -0.2341
C 0.273 3.631 -0.891 0.0084
C 0.181 2.282 -1.210 -0.1075
N -0.075 1.839 -2.437 0.0964
C -0.249 2.737 -3.399 -0.1372
C -0.179 4.107 -3.199 -0.0203
H 0.485 3.931 0.125 0.1198
H 0.292 1.514 -0.454 0.0770
H -0.461 2.352 -4.391 0.1080
H -0.329 4.796 -4.017 0.1118
F 0.197 -3.739 -3.148 -0.0288
B 0.378 -4.945 -2.385 -1.2658
F -0.840 -5.602 -2.261 0.1148
F 1.321 -5.738 -3.031 0.1095
F 0.849 -4.537 -1.111 0.0655
```

Computed properties:
Total charge: -1
Energy, a.u.: -2411.891336
Largest force on an atom, eV/A: 0.4
Relative energy (zero: lowest compared OMol25 entry of this formula, charge and spin), kJ/mol: 0.0
HOMO, hartree: -0.157
LUMO, eV: 2.0549
Spin multiplicity: 1

> Among the records above, which one has the highest HOMO?

C26H22BF4KN7